Record 1
Here is C36H51N4O8P2Tl as an isolated structure from the OMol25 dataset. Energies are from the ωB97M-V functional and the def2-TZVPD basis.

Geometry as XYZ:
```
102
C36H51N4O8P2Tl | the OMol25 dataset | the ωB97M-V functional and the def2-TZVPD basis
Tl 1.0036 -0.7911 -0.7617
C 1.6590 -1.0624 4.0753
C 1.6881 -0.7773 2.6979
N 0.7606 -1.1745 1.8656
C -0.2859 -1.9084 2.3177
C -0.3741 -2.2932 3.6784
C 0.6316 -1.8219 4.5534
C -1.4133 -3.1437 4.1177
C -2.3098 -3.6031 3.1926
C -2.2561 -3.2135 1.8462
C -1.2888 -2.3308 1.3565
N -1.1361 -1.9423 0.0650
C -2.1352 -2.1176 -0.8622
C -3.4949 -1.9619 -0.6329
C -4.4443 -2.0462 -1.6661
C -4.0780 -2.2995 -2.9578
C -2.7072 -2.4853 -3.2524
C -2.2425 -2.7728 -4.5570
C -0.9110 -2.9596 -4.7832
C -0.0243 -2.8495 -3.6937
N -0.4180 -2.5816 -2.4751
C -1.7415 -2.3985 -2.2242
H 2.4467 -0.6990 4.7219
H 2.5090 -0.2062 2.2740
H 0.5784 -2.0909 5.6023
H -1.4688 -3.4314 5.1597
H -3.0937 -4.2862 3.4991
H -2.9905 -3.6186 1.1657
H -3.8342 -1.7229 0.3655
H -5.4899 -1.8975 -1.4227
H -4.8101 -2.3672 -3.7525
H -2.9614 -2.8431 -5.3652
H -0.5289 -3.1849 -5.7694
H 1.0431 -2.9913 -3.8343
C -2.2904 1.3448 -2.0204
C -2.9337 2.0438 -0.8426
C -3.3934 1.1000 0.2506
O -2.0182 3.0537 -0.3134
P -0.7664 2.7523 0.5810
O -0.1423 1.4216 0.4644
C 0.2957 4.1393 0.1609
P 1.0933 3.9808 -1.4542
O 0.2037 3.5943 -2.5506
O 1.7804 5.4118 -1.6063
C 1.6934 6.1374 -2.8672
C 1.8374 7.6035 -2.5272
C 2.7625 5.6369 -3.8157
O 2.2865 2.9632 -1.2498
C 3.3821 3.2092 -0.3340
C 4.6557 3.3195 -1.1430
C 3.4016 2.0658 0.6579
O -1.2362 3.0572 2.0726
C -0.9390 2.1237 3.1503
C 0.3956 2.4883 3.7661
C -2.0865 2.2130 4.1309
H -3.0300 0.7194 -2.5239
H -1.4795 0.7022 -1.6779
H -1.8857 2.0746 -2.7209
H -3.7735 2.6497 -1.1835
H -2.5739 0.4524 0.5738
H -4.1868 0.4628 -0.1424
H -3.7827 1.6552 1.1046
H 1.0477 4.2411 0.9470
H -0.3081 5.0482 0.1546
H 0.7078 5.9350 -3.2889
H 2.8104 7.7935 -2.0711
H 1.0592 7.9187 -1.8329
H 1.7574 8.2041 -3.4339
H 3.7555 5.8195 -3.4006
H 2.6875 6.1619 -4.7690
H 2.6427 4.5697 -4.0026
H 3.2015 4.1551 0.1861
H 4.8162 2.3996 -1.7067
H 5.5084 3.4778 -0.4812
H 4.5957 4.1528 -1.8412
H 3.6180 1.1295 0.1404
H 2.4281 1.9646 1.1396
H 4.1674 2.2345 1.4168
H -0.8832 1.1216 2.7200
H 0.3707 3.5111 4.1478
H 1.1955 2.4002 3.0295
H 0.6233 1.8116 4.5910
H -2.1615 3.2220 4.5398
H -1.9260 1.5136 4.9524
H -3.0284 1.9635 3.6437
O 1.6872 -5.2344 -2.3140
C 1.7825 -4.3177 -1.3541
O 2.5610 -3.3969 -1.4078
C 0.7931 -4.5000 -0.2067
N 0.0243 -5.7461 -0.3846
C 0.3551 -6.6721 0.7211
C 1.6728 -6.1396 1.2779
C 1.4994 -4.6277 1.1452
H 0.1405 -3.6265 -0.2536
H 0.9673 -5.8319 -1.9933
H -0.9660 -5.5493 -0.4176
H 0.4365 -7.6956 0.3544
H -0.4189 -6.6473 1.4941
H 2.5095 -6.4827 0.6640
H 1.8493 -6.4658 2.3019
H 2.4294 -4.0627 1.1760
H 0.8398 -4.2555 1.9326
```

Computed properties:
ΔE to the lowest compared entry with this formula, charge and spin = 1.0 kJ/mol
electronic energy = -3078.84576 Ha


Record 2
Here is C36H51N4STl as an isolated structure from the OMol25 dataset. Energies are from the ωB97M-V functional and the def2-TZVPD basis.

Geometry as XYZ:
```
93
C36H51N4STl | the OMol25 dataset | the ωB97M-V functional and the def2-TZVPD basis
Tl 0.4330 -0.5657 0.4699
C 4.8289 1.0375 -1.1821
C 3.4628 0.3464 -1.2018
C 3.6333 -1.1490 -0.9164
C 2.7479 0.5200 -2.5246
C 3.4595 0.3307 -3.7002
C 2.8584 0.4681 -4.9357
C 1.5130 0.7591 -4.9975
C 0.7577 0.9535 -3.8493
C -0.7203 1.2196 -4.0240
C -1.3862 0.0353 -4.7286
C -0.9494 2.4995 -4.8300
C 1.3834 0.8520 -2.5918
N 0.6532 1.1109 -1.4114
C 0.1341 2.3017 -1.3315
C -0.8027 2.8488 -0.4178
C -1.0004 4.2412 -0.5658
C -1.9410 4.9487 0.1255
C -2.7735 4.2590 1.0180
C -2.6488 2.9123 1.1679
C -1.6628 2.1368 0.4874
N -1.5762 0.8286 0.7231
C -2.7191 0.1840 1.2323
C -3.7947 -0.0384 0.3410
C -4.9144 -0.7332 0.7633
C -5.0225 -1.1954 2.0603
C -3.9908 -0.9497 2.9386
C -2.8372 -0.2704 2.5583
C -1.8150 -0.1388 3.6756
C -1.0657 -1.4719 3.8093
C -0.8467 1.0348 3.5866
C -3.7539 0.4786 -1.0797
C -3.9605 -0.6451 -2.0915
C -4.8006 1.5740 -1.2834
H 5.2112 1.0816 -0.1638
H 4.7580 2.0506 -1.5738
H 5.5511 0.4862 -1.7803
H 2.8488 0.7967 -0.4122
H 4.2479 -1.6036 -1.6897
H 2.6654 -1.6494 -0.9131
H 4.1121 -1.3068 0.0472
H 4.5109 0.0920 -3.6631
H 3.4386 0.3626 -5.8421
H 1.0373 0.8462 -5.9628
H -1.1860 1.3365 -3.0419
H -0.9571 -0.1249 -5.7149
H -2.4486 0.2298 -4.8521
H -1.2652 -0.8725 -4.1432
H -0.4872 2.4270 -5.8118
H -0.5273 3.3629 -4.3215
H -2.0152 2.6639 -4.9671
H 0.4527 3.0178 -2.1017
H -0.3606 4.7611 -1.2653
H -2.0585 6.0120 -0.0181
H -3.5152 4.7926 1.5979
H -3.3012 2.3880 1.8531
H -5.7189 -0.9218 0.0683
H -5.9039 -1.7282 2.3862
H -4.0818 -1.2812 3.9643
H -2.3915 0.0063 4.5990
H -0.5966 -1.7343 2.8601
H -1.7573 -2.2705 4.0712
H -0.2918 -1.4082 4.5722
H -0.1509 0.9115 2.7594
H -0.2705 1.1078 4.5089
H -1.3874 1.9668 3.4440
H -2.7723 0.9156 -1.2726
H -4.9192 -1.1393 -1.9618
H -3.1703 -1.3803 -1.9892
H -3.9177 -0.2450 -3.0999
H -5.8007 1.1957 -1.0926
H -4.7689 1.9417 -2.3066
H -4.6219 2.4109 -0.6141
C 1.7832 -6.3651 -1.6853
C 0.2974 -6.0689 -1.8337
N 0.0591 -4.6463 -1.8451
C -0.9179 -3.9356 -1.2709
S -0.8977 -2.2753 -1.4969
N -1.9054 -4.5496 -0.5582
C -2.7854 -5.5479 -1.1630
C -3.1181 -6.7015 -0.2266
H 1.9365 -7.4402 -1.7116
H 2.1641 -5.9736 -0.7462
H 2.3485 -5.9152 -2.4972
H -0.2522 -6.5056 -1.0010
H -0.0652 -6.5098 -2.7714
H 0.7247 -4.0856 -2.3584
H -2.4281 -3.8796 -0.0057
H -2.3091 -5.9254 -2.0666
H -3.7182 -5.0575 -1.4630
H -2.2210 -7.2319 0.0806
H -3.7769 -7.3946 -0.7454
H -3.6260 -6.3414 0.6632
```

Computed properties:
ΔE to the lowest compared entry with this formula, charge and spin = 79.2 kJ/mol
electronic energy = -2192.10637 Ha